No. 1
Formula: C29H14Br2F5MnN3O5
Source: OMol25
Level of theory: the ωB97M-V functional and the def2-TZVPD basis

The HOMO energy (spin up / spin down) comes out at -0.079 / -0.081 Eh. Its energy above the lowest of the compared OMol25 structures with the same formula, charge and spin is 0.2 kcal/mol. As for the LUMO energy (spin up / spin down): 3.8 / 3.8 eV. The orbital gap (spin up / spin down) is 5.983 / 6.037 eV. The calculation puts the total energy at -230005.539 eV.

Structure (ORCA input):
```
! wB97M-V def2-TZVPD RIJCOSX def2/J DEFGRID3
* xyz -2 6
Mn 0.7571 -0.6490 0.9612
O -1.4253 4.2130 2.1357
C -0.4061 4.5579 1.3293
C -0.3036 5.8896 0.9161
C 0.7200 6.2845 0.0722
C 1.6608 5.3646 -0.3778
C 1.5595 4.0461 0.0381
C 0.5459 3.6261 0.8914
C 0.4548 2.1733 1.2523
O 1.3736 1.3903 0.8779
N -0.6429 1.8549 1.9151
N -0.7107 0.4831 2.1222
C -1.7788 0.0365 2.6732
C -2.0146 -1.3725 2.9730
C -3.2806 -1.7061 3.4611
C -3.6335 -2.9975 3.8026
C -2.6615 -3.9940 3.6493
C -1.4036 -3.7029 3.1812
C -1.0063 -2.3781 2.8138
O 0.1816 -2.1569 2.3903
H -1.3388 3.2213 2.2463
H -1.0555 6.5874 1.2612
H 0.7735 7.3185 -0.2509
H 2.4469 5.6643 -1.0584
H 2.2589 3.2926 -0.3011
H -2.5715 0.7425 2.9374
H -4.0079 -0.9059 3.5665
H -4.6243 -3.2286 4.1711
H -2.9065 -5.0212 3.9042
H -0.6550 -4.4768 3.0624
Br 5.3599 -2.9138 0.0406
C 3.6851 -3.3435 -0.7414
C 3.6374 -4.3752 -1.6854
C 2.4669 -4.7215 -2.2925
Br 2.4674 -6.1344 -3.5799
C 1.2627 -4.0414 -1.9739
C 0.0000 -4.3031 -2.5559
C -1.0926 -3.5788 -2.1743
C -0.9415 -2.5775 -1.1913
N 0.2134 -2.3292 -0.6308
C 1.3154 -3.0171 -1.0083
C 2.5633 -2.5966 -0.3587
O 2.5672 -1.6347 0.4629
H 4.5517 -4.8977 -1.9340
H -0.0802 -5.0755 -3.3101
H -2.0639 -3.7537 -2.6177
H -1.7770 -1.9647 -0.8758
F 0.7707 4.2379 -4.2540
C 0.3738 3.2647 -3.3975
C 1.2067 2.2042 -3.0883
F 2.4347 2.1524 -3.6476
C 0.8016 1.2095 -2.2234
F 1.6597 0.2027 -1.9753
C -0.4640 1.2001 -1.5824
O -0.8194 0.3195 -0.7406
C -1.2854 2.3019 -1.9508
F -2.5175 2.3960 -1.4053
C -0.8831 3.2960 -2.8174
F -1.7181 4.3168 -3.1079
*
```

Here are the Mulliken charges for atoms 1 to 5, given in e: 0.98 -0.73 0.56 -0.66 -0.28

***

No. 2
Formula: C29H17BrClF5IrN2O6
Source: OMol25
Level of theory: the ωB97M-V functional and the def2-TZVPD basis

The HOMO energy comes out at -0.154 Eh. Its energy above the lowest of the compared OMol25 structures with the same formula, charge and spin is 3.9 kcal/mol. As for the LUMO energy: 1.2 eV. The orbital gap is 5.427 eV. The calculation puts the total energy at -144598.903 eV.

Structure (ORCA input):
```
! wB97M-V def2-TZVPD RIJCOSX def2/J DEFGRID3
* xyz -1 1
Ir 0.8174 0.8162 -0.8040
Br 5.6650 -1.4410 4.4191
C 4.6993 -1.1052 2.8214
C 5.0123 -1.8005 1.6674
C 4.3060 -1.5311 0.5116
C 3.2896 -0.5758 0.4787
O 2.6617 -0.2790 -0.7050
C 2.9303 0.0972 1.6652
C 1.8450 1.0270 1.8886
N 0.9309 1.3562 1.0416
C -0.1498 2.2084 1.4483
C -0.2879 2.8536 2.6479
C -1.4515 3.6041 2.9095
C -2.4637 3.6841 1.9965
C -2.3485 3.0315 0.7488
C -3.3689 2.9940 -0.2271
C -3.1602 2.2831 -1.3710
C -1.9190 1.6542 -1.5960
N -0.9512 1.6878 -0.7117
C -1.1680 2.3276 0.4822
C 3.6797 -0.1873 2.8203
H 5.7924 -2.5481 1.6644
H 4.5465 -2.1019 -0.3698
H 1.7890 1.4155 2.8981
H 0.4686 2.7942 3.4168
H -1.5474 4.0980 3.8674
H -3.3750 4.2240 2.2214
H -4.3114 3.4940 -0.0441
H -3.9297 2.1693 -2.1212
H -1.7242 1.1070 -2.5064
H 3.4242 0.3284 3.7362
F -6.1953 1.8400 2.0110
C -5.2837 1.0218 1.4256
C -5.5104 0.4512 0.1881
F -6.6446 0.7441 -0.4815
C -4.5752 -0.3848 -0.3809
F -4.8391 -0.8738 -1.6173
C -3.3089 -0.7106 0.2130
O -2.4312 -1.4096 -0.3458
C -3.1515 -0.0993 1.5024
F -1.9948 -0.3059 2.1728
C -4.0960 0.7185 2.0782
F -3.8699 1.2729 3.2882
C 2.9644 -1.1059 -1.8599
C 2.3150 -2.4595 -1.7498
C 1.0062 -2.5796 -1.2881
C 0.4023 -3.8260 -1.2379
C 1.0948 -4.9569 -1.6508
C 2.3962 -4.8396 -2.1181
C 3.0045 -3.5929 -2.1636
H 2.5654 -0.5585 -2.7025
H 4.0455 -1.1681 -1.9754
H 0.4456 -1.7006 -0.9787
H -0.6191 -3.8988 -0.8871
H 0.6180 -5.9283 -1.6141
H 2.9399 -5.7172 -2.4452
H 4.0224 -3.5017 -2.5301
O -0.1123 1.9549 -4.4464
Cl 1.0116 1.2109 -3.9788
O 0.5401 0.3277 -2.8564
O 1.5119 0.3268 -4.9848
O 2.0468 2.0634 -3.4810
*
```

Here are the Mulliken charges for atoms 1 to 5, given in e: 0.56 -0.23 -0.22 -0.80 -0.45

***

No. 3
Formula: C29H17ClEuF5IN4O6S2
Source: OMol25
Level of theory: the ωB97M-V functional and the def2-TZVPD basis

The HOMO energy (spin up / spin down) comes out at -0.002 / -0.081 Eh. Its energy above the lowest of the compared OMol25 structures with the same formula, charge and spin is 69.4 kcal/mol. As for the LUMO energy (spin up / spin down): 4.0 / 4.0 eV. The orbital gap (spin up / spin down) is 4.061 / 6.215 eV. The calculation puts the total energy at -123798.229 eV.

Structure (ORCA input):
```
! wB97M-V def2-TZVPD RIJCOSX def2/J DEFGRID3
* xyz -2 8
Eu 0.0267 0.4528 -0.4834
I -0.6461 3.3389 1.1218
C -2.7118 3.3172 0.4129
C -3.4506 4.4214 0.7394
C -4.7971 4.4963 0.3648
C -5.3564 3.4500 -0.3080
C -4.5969 2.3094 -0.6435
C -5.2107 1.2390 -1.3175
C -4.4757 0.1485 -1.6781
C -3.1011 0.0971 -1.4001
C -2.4005 1.0870 -0.7106
C -3.2037 2.2138 -0.3173
H -3.0045 5.2304 1.2931
H -5.3678 5.3797 0.6105
H -6.3996 3.4740 -0.5971
H -6.2687 1.3081 -1.5286
H -4.9500 -0.6824 -2.1809
H -2.5817 -0.7808 -1.7714
O 1.1173 -1.8555 -3.4811
Cl 0.0033 -1.1850 -2.9350
O -1.1293 -1.3542 -3.7556
O 0.2878 0.2054 -2.7828
O -0.2853 -1.7085 -1.6272
N 5.3420 -5.0401 0.1692
C 5.1805 -4.2736 -0.9389
O 5.8461 -4.4511 -1.9389
C 4.1224 -3.2199 -0.8436
C 3.1449 -3.1873 0.1437
C 2.2326 -2.1481 0.1537
N 2.2427 -1.1484 -0.7223
C 3.1567 -1.1904 -1.6854
C 4.0985 -2.2018 -1.7921
H 6.0693 -5.7362 0.1547
H 4.8885 -4.8350 1.0410
H 3.0633 -3.9378 0.9119
H 1.4921 -2.1026 0.9412
H 3.1430 -0.3738 -2.3978
H 4.8249 -2.2057 -2.5874
S -1.6180 -3.7404 2.0055
C -1.6996 -2.5413 0.7512
N -1.7566 -1.3177 1.1312
C -1.7849 -1.2254 2.4995
C -1.8921 -0.0497 3.2374
C -1.8689 -0.1265 4.6135
C -1.7547 -1.3545 5.2671
C -1.6776 -2.5335 4.5557
C -1.6975 -2.4611 3.1732
H -1.6803 -2.8453 -0.2775
H -1.9730 0.8910 2.7170
H -1.9470 0.7770 5.1998
H -1.7301 -1.3917 6.3465
H -1.5957 -3.4869 5.0512
F -0.0145 2.8110 -2.1156
C 1.3575 2.8921 -1.9717
C 1.9341 2.0108 -1.0604
C 3.3157 2.1641 -0.9678
F 3.9919 1.3423 -0.1218
C 4.0621 3.0950 -1.6820
F 5.4035 3.1800 -1.5460
C 3.4108 3.9578 -2.5534
F 4.1035 4.8963 -3.2294
C 2.0349 3.8464 -2.7141
F 1.4054 4.6619 -3.5836
O 1.2609 -1.8594 3.0136
S 1.2852 -0.3649 2.9421
N 0.7796 0.2218 1.6853
*
```

Here are the Mulliken charges for atoms 1 to 5, given in e: 0.43 0.03 -0.24 -0.72 -0.47

***

No. 4
Formula: C29H17I2N2O3RuS5
Source: OMol25
Level of theory: the ωB97M-V functional and the def2-TZVPD basis

The HOMO energy (spin up / spin down) comes out at -0.043 / -0.043 Eh. Its energy above the lowest of the compared OMol25 structures with the same formula, charge and spin is 54.2 kcal/mol. As for the LUMO energy (spin up / spin down): 3.1 / 3.1 eV. The orbital gap (spin up / spin down) is 4.233 / 4.241 eV. The calculation puts the total energy at -112433.582 eV.

Structure (ORCA input):
```
! wB97M-V def2-TZVPD RIJCOSX def2/J DEFGRID3
* xyz -2 2
Ru -0.2262 0.2150 -0.1936
I 2.6268 -0.2513 0.4024
C 2.9111 1.7853 0.5219
C 4.0597 2.2812 1.0488
C 4.3384 3.6814 0.9477
C 3.4753 4.4896 0.2869
C 2.2608 3.9771 -0.2682
C 1.3929 4.8211 -1.0141
C 0.2732 4.2940 -1.5760
C -0.0778 2.9240 -1.3792
C 0.6732 2.0522 -0.6188
C 1.9220 2.5949 -0.1104
H 4.7799 1.6110 1.5132
H 5.2623 4.0804 1.3604
H 3.7035 5.5472 0.1482
H 1.6516 5.8738 -1.1356
H -0.3843 4.9293 -2.1703
H -0.9838 2.5676 -1.8293
O 0.0394 -0.0520 1.9078
C -0.7537 -0.5156 2.8382
C -0.4804 -0.1623 4.1937
C -1.2146 -0.6514 5.2589
C -2.2829 -1.5394 5.0432
C -2.5732 -1.8800 3.7300
C -1.8514 -1.3857 2.6328
C -2.2399 -1.7721 1.2605
N -1.6958 -1.3867 0.1355
C -2.4174 -1.9693 -0.9125
C -3.4030 -2.7317 -0.4023
N -3.2796 -2.5972 0.9856
H 0.3483 0.5245 4.3470
H -0.9653 -0.3398 6.2723
H -2.8586 -1.9487 5.8681
H -3.4042 -2.5624 3.5611
H -2.1476 -1.7840 -1.9443
H -4.1634 -3.3490 -0.8679
H -3.8542 -3.0319 1.6611
S 1.4347 -4.1502 -6.5339
C 1.0306 -3.4784 -5.0588
S 0.9030 -4.2932 -3.6177
C 0.6082 -2.9973 -2.4582
C 0.4591 -1.8115 -3.0782
S 0.1662 -0.1097 -2.5572
S 0.5991 -1.8993 -4.8313
S 0.5673 -3.4858 -0.7653
I -7.6046 5.5384 0.6275
C -6.0347 4.1796 0.5617
C -5.9520 3.3053 -0.4968
C -4.8214 2.4718 -0.5924
C -3.8212 2.5307 0.3475
C -3.9308 3.3999 1.3998
C -5.0457 4.2531 1.5167
C -2.5501 1.6797 0.1952
O -2.4110 1.0178 -0.8580
O -1.7179 1.7081 1.0950
H -6.7456 3.2507 -1.2299
H -4.7110 1.7647 -1.4114
H -3.1305 3.4108 2.1361
H -5.1318 4.9402 2.3468
*
```

Here are the Mulliken charges for atoms 1 to 5, given in e: -0.05 0.09 0.21 -0.57 -0.46